No. 1
An isolated molecule of C3H6N2O2. Source: OMol25; level of theory: ωB97M-V/def2-TZVPD.

HOMO, eV: -9.12
Calculated total energy, Ha: -377.84103
SMILES string: [H]/N=C1/OC[C@@]1(N)O
Lowest unoccupied orbital energy, eV: 0.7793
Energy above the lowest of the compared OMol25 structures with the same formula, charge and spin, eV: 3.219
HOMO-LUMO gap, eV: 9.90

```
! wB97M-V def2-TZVPD RIJCOSX def2/J DEFGRID3
* xyz 0 1
H 2.30 1.05 -1.66
N 2.34 0.50 -0.81
C 1.26 0.09 -0.29
O 1.37 -0.60 0.89
C -0.02 -0.80 1.08
C -0.45 0.15 -0.03
N -1.62 -0.33 -0.66
O -0.74 1.47 0.29
H -0.29 -1.83 0.81
H -0.34 -0.56 2.10
H -2.14 0.26 -1.29
H -1.76 -1.32 -0.78
H 0.10 1.94 0.36
*
```

---

No. 2
The ion C5H4N with charge +1 at a distorted geometry. Source: OMol25; level of theory: ωB97M-V/def2-TZVPD.

HOMO (alpha / beta), eV: -15.71 / -15.71
Calculated total energy, Ha: -247.05210
Lowest unoccupied orbital energy (alpha / beta), eV: -7.2269 / -7.2266
Energy above the lowest of the compared OMol25 structures with the same formula, charge and spin, eV: 5.710
HOMO-LUMO gap (alpha / beta), eV: 8.48 / 8.48

```
! wB97M-V def2-TZVPD RIJCOSX def2/J DEFGRID3
* xyz 1 1
C 3.17 -0.08 0.17
C 0.87 -0.51 -0.72
C 0.70 0.91 0.21
C 1.93 0.18 -0.03
C -1.55 -0.51 0.07
N -0.19 -0.08 -0.01
H 0.80 1.98 0.04
H -2.03 0.15 0.71
H -2.04 -0.58 -0.99
H -1.66 -1.45 0.55
*
```

---

No. 3
An isolated molecule of C22H30N4O4. Source: OMol25; level of theory: ωB97M-V/def2-TZVPD.

HOMO, eV: -9.09
Calculated total energy, Ha: -1376.38400
SMILES string: CCN(CC)C(=O)c1[nH]cnc1C(=O)N[C@@H](CC(C)C)C(=O)OCc1ccccc1
Lowest unoccupied orbital energy, eV: 0.7576
Energy above the lowest of the compared OMol25 structures with the same formula, charge and spin, eV: 1.425
HOMO-LUMO gap, eV: 9.84

```
! wB97M-V def2-TZVPD RIJCOSX def2/J DEFGRID3
* xyz 0 1
C -3.35 0.87 -3.41
C -2.84 1.41 -2.07
N -2.04 2.60 -2.24
C -2.61 3.86 -1.82
C -2.48 4.06 -0.31
C -0.81 2.61 -2.77
O -0.19 3.64 -3.03
C -0.17 1.32 -3.16
N 0.37 1.25 -4.41
C 1.05 0.08 -4.51
N 0.99 -0.59 -3.39
C 0.25 0.16 -2.52
C 0.08 -0.29 -1.13
O -0.63 0.28 -0.31
N 0.76 -1.42 -0.88
C 0.84 -1.98 0.44
C 0.72 -3.51 0.44
C -0.69 -4.06 0.17
C -1.21 -3.71 -1.22
C -1.69 -3.61 1.23
C 2.17 -1.59 1.08
O 3.14 -1.24 0.47
O 2.10 -1.70 2.41
C 3.23 -1.26 3.17
C 2.97 0.07 3.82
C 3.43 0.32 5.11
C 3.21 1.55 5.71
C 2.51 2.53 5.03
C 2.05 2.29 3.75
C 2.27 1.07 3.14
H -2.53 0.53 -4.03
H -3.89 1.64 -3.95
H -4.02 0.03 -3.24
H -3.70 1.68 -1.45
H -2.27 0.65 -1.54
H -2.07 4.66 -2.34
H -3.66 3.89 -2.12
H -2.99 3.26 0.23
H -2.92 5.01 -0.02
H -1.43 4.05 -0.03
H 0.31 1.99 -5.10
H 1.55 -0.24 -5.39
H 1.39 -1.75 -1.59
H 0.03 -1.53 1.04
H 1.04 -3.87 1.42
H 1.41 -3.91 -0.31
H -0.60 -5.16 0.23
H -0.48 -3.97 -1.98
H -2.12 -4.26 -1.43
H -1.42 -2.65 -1.30
H -1.31 -3.81 2.23
H -1.90 -2.55 1.14
H -2.63 -4.15 1.12
H 3.41 -2.03 3.92
H 4.10 -1.19 2.50
H 3.97 -0.45 5.64
H 3.57 1.73 6.71
H 2.34 3.49 5.50
H 1.51 3.06 3.21
H 1.91 0.89 2.14
*
```

---

- Which formula does entry 1 have?
  C3H6N2O2